{
  "formula": "C24H66BF4O26P6",
  "method": "wB97M-V/def2-TZVPD",
  "multiplicity": 1,
  "total_charge": -1,
  "e_homo_ha": -0.2716,
  "e_above_lowest_ev": 3.399,
  "symbols": ["B", "F", "F", "F", "F", "C", "C", "O", "C", "H", "H", "H", "H", "H", "H", "C", "C", "O", "C", "H", "H", "H", "H", "H", "H", "C", "O", "P", "O", "O", "C", "O", "C", "H", "H", "H", "H", "H", "H", "H", "H", "H", "C", "O", "P", "O", "O", "C", "O", "C", "H", "H", "H", "H", "H", "H", "H", "H", "H", "C", "O", "P", "O", "O", "C", "O", "C", "H", "H", "H", "H", "H", "H", "H", "H", "H", "C", "O", "P", "O", "O", "C", "O", "C", "H", "H", "H", "H", "H", "H", "H", "H", "H", "C", "O", "P", "O", "O", "C", "O", "C", "H", "H", "H", "H", "H", "H", "H", "H", "H", "C", "O", "P", "O", "O", "C", "O", "C", "H", "H", "H", "H", "H", "H", "H", "H", "H"],
  "xyz": [[0.352, -0.005, 0.499], [1.616, 0.641, 0.211], [-0.770, 0.569, -0.135], [0.482, -1.260, -0.092], [0.172, -0.131, 1.872], [3.667, 3.326, 0.807], [3.960, 2.959, 2.263], [4.598, 3.739, 2.987], [3.651, 1.566, 2.689], [3.042, 4.170, 0.577], [3.372, 2.513, 0.145], [4.515, 3.468, 0.202], [2.765, 1.390, 3.106], [4.505, 1.221, 3.252], [3.602, 1.080, 1.648], [-2.657, 1.922, 2.939], [-4.142, 1.540, 3.294], [-4.381, 0.749, 4.228], [-5.202, 2.245, 2.489], [-2.456, 2.848, 3.552], [-2.613, 1.958, 1.920], [-1.950, 1.102, 3.296], [-5.251, 3.155, 2.805], [-6.210, 2.021, 2.822], [-5.113, 2.278, 1.414], [0.614, -0.222, 5.215], [0.382, -1.616, 5.562], [1.467, -2.262, 6.547], [0.679, -2.855, 7.634], [2.266, -3.547, 5.876], [1.666, -4.325, 4.819], [2.526, -1.300, 7.198], [2.194, -0.689, 8.408], [1.737, -0.212, 4.947], [0.235, 0.370, 6.092], [-0.089, 0.198, 4.378], [1.027, -5.018, 5.346], [2.294, -4.928, 4.390], [1.117, -3.669, 4.060], [2.029, -1.307, 9.023], [1.403, -0.253, 8.294], [2.889, 0.091, 8.611], [-3.369, 1.757, -2.061], [-3.190, 2.111, -3.396], [-4.394, 2.056, -4.456], [-5.388, 0.992, -4.245], [-5.070, 3.596, -4.285], [-6.403, 3.929, -4.718], [-4.073, 2.060, -6.042], [-4.941, 1.409, -6.892], [-2.600, 2.258, -1.305], [-3.778, 0.628, -1.972], [-4.302, 2.326, -1.867], [-6.846, 4.778, -4.357], [-7.148, 3.214, -4.163], [-6.610, 3.788, -5.864], [-6.052, 1.519, -6.719], [-4.593, 0.450, -6.656], [-4.625, 1.497, -7.838], [-4.702, -2.382, -4.922], [-3.410, -2.474, -5.370], [-2.334, -1.516, -4.665], [-2.400, -0.109, -5.121], [-2.644, -1.519, -3.104], [-1.507, -1.278, -2.220], [-0.840, -2.053, -4.931], [0.165, -1.255, -5.481], [-5.495, -1.707, -5.535], [-4.830, -1.944, -3.934], [-5.069, -3.342, -5.010], [-0.812, -1.893, -2.461], [-1.905, -1.575, -1.180], [-1.312, -0.185, -2.485], [0.361, -0.590, -4.567], [-0.247, -0.622, -6.453], [1.242, -1.674, -5.655], [6.711, -1.926, 2.323], [5.632, -1.368, 2.973], [4.461, -2.261, 3.533], [3.433, -1.514, 4.314], [3.691, -2.886, 2.398], [2.550, -2.075, 1.769], [5.214, -3.324, 4.482], [5.547, -3.070, 5.733], [7.588, -1.243, 2.175], [6.497, -2.365, 1.366], [7.353, -2.687, 2.966], [2.822, -1.136, 1.617], [1.730, -1.998, 2.571], [2.352, -2.728, 0.766], [6.046, -1.983, 5.970], [6.215, -3.909, 5.972], [4.672, -3.152, 6.150], [-1.181, 7.726, -0.200], [-1.076, 6.851, 0.923], [0.304, 6.150, 1.216], [1.083, 6.029, -0.071], [1.152, 7.130, 2.147], [2.381, 6.700, 2.664], [0.057, 4.715, 1.783], [0.203, 3.528, 0.899], [-2.101, 8.243, -0.343], [-0.953, 7.145, -1.205], [-0.339, 8.557, -0.393], [2.889, 7.332, 3.395], [3.243, 6.457, 2.051], [2.182, 5.624, 3.189], [-0.862, 2.974, 0.758], [0.840, 2.737, 1.593], [0.638, 3.643, -0.221], [-2.100, -5.861, -5.304], [-1.290, -5.018, -4.447], [0.390, -4.973, -4.596], [0.891, -6.355, -4.317], [0.825, -4.425, -6.032], [1.621, -5.183, -6.870], [0.905, -3.944, -3.558], [1.013, -4.297, -2.179], [-3.207, -5.503, -5.382], [-1.902, -6.778, -4.860], [-1.524, -5.925, -6.180], [1.041, -5.883, -7.335], [2.280, -5.750, -6.292], [2.440, -4.669, -7.482], [1.571, -5.158, -2.118], [0.074, -4.579, -1.887], [1.165, -3.336, -1.734]],
  "lowdin_charge": [-1.280, 0.054, 0.085, 0.099, 0.120, -0.026, -0.435, 0.022, 0.000, 0.056, 0.067, 0.064, 0.032, 0.085, 0.101, 0.000, -0.413, 0.029, -0.016, 0.110, 0.013, 0.089, 0.012, 0.091, 0.087, -0.087, -0.223, 0.419, -0.255, -0.244, -0.072, -0.168, -0.055, 0.083, 0.091, 0.094, 0.090, 0.018, 0.115, -0.004, 0.007, 0.121, -0.135, -0.243, 0.514, -0.254, -0.254, -0.129, -0.222, -0.137, 0.132, 0.140, 0.065, 0.028, 0.110, 0.112, 0.117, 0.052, 0.051, -0.160, -0.189, 0.448, -0.242, -0.238, -0.042, -0.276, -0.142, 0.136, 0.083, 0.048, -0.011, 0.141, 0.122, 0.101, 0.143, 0.107, -0.154, -0.188, 0.364, -0.244, -0.208, 0.025, -0.210, -0.169, 0.094, 0.079, 0.123, -0.003, 0.106, 0.151, 0.161, 0.104, 0.002, -0.138, -0.205, 0.372, -0.297, -0.203, -0.138, -0.238, -0.074, 0.055, 0.115, 0.127, 0.080, 0.074, 0.132, 0.093, 0.131, 0.137, -0.071, -0.263, 0.453, -0.258, -0.203, -0.131, -0.205, -0.036, 0.128, 0.055, 0.054, 0.060, 0.055, 0.128, 0.068, 0.066, 0.091]
}